1.
Entry from the Open Molecules 2025 dataset: 10 unconnected molecules or ions with the total composition C20H60N8O10 at a distorted geometry (ωB97M-V/def2-TZVPD).

Calculated values
ΔE to the lowest compared entry with this formula, charge and spin   213.5 kcal per mole
Gap between HOMO and LUMO   5.17 eV
Total charge   0
Calculated total energy   -1987.93805 hartree

Atoms and positions in Å:
C  -3.56370  1.64535  -1.50416
H  0.06430  -3.08565  4.62984
H  -2.70070  1.18535  -1.92416
C  -1.28470  0.07835  -4.95416
N  2.90530  -2.08665  4.03984
N  3.56530  -1.96965  2.04984
H  -2.32670  -4.31365  1.41084
H  0.05730  0.60335  -5.93516
H  4.09430  1.26135  -5.10016
C  3.74730  -2.59265  3.19884
O  0.49630  -3.47065  1.40784
H  -0.90170  0.38135  4.62984
H  2.94930  3.88035  -3.33316
N  3.89330  0.61335  2.19284
N  -1.81170  0.00935  -3.76216
H  -5.64370  1.04635  -0.95416
O  -1.77670  -0.61865  -5.98416
C  -1.41270  1.19235  2.62684
H  4.75330  0.74135  1.60784
O  -3.75670  2.75135  -2.03216
C  1.01830  -0.67665  -0.86016
H  -2.80370  0.84935  0.37384
H  3.70930  3.05135  -1.97916
H  -1.24370  -0.61465  -0.59216
H  1.28030  2.57035  -2.71616
H  0.93530  -4.21465  3.71984
H  -4.42570  3.10535  -1.45716
H  -0.54670  0.64135  -1.66216
H  4.49730  3.08835  -3.54616
O  0.52330  0.15735  3.45284
C  -4.85170  0.82135  -1.65216
O  3.30030  1.85035  0.41084
H  0.78730  2.80235  3.73184
H  -0.21070  3.95035  -0.38316
C  -3.18270  1.79835  -0.06516
H  -4.23870  -2.64465  -0.36216
H  3.19730  0.94135  -2.88616
H  1.95430  2.43035  1.98684
H  -1.22370  -3.21165  -0.88116
C  -2.27170  -3.03265  -1.21216
C  -3.22070  -2.81265  0.00584
H  -4.50970  -0.20765  -1.33116
H  -1.81370  0.29635  2.15184
C  0.08930  2.27635  4.36084
N  -0.21070  0.79035  -5.04416
H  -2.22370  -2.10665  -1.91216
H  1.70530  0.13335  -1.06516
H  -0.93770  1.78535  1.81384
H  0.47530  0.84335  -4.31616
H  2.66230  0.24935  -4.95016
H  2.62530  -2.20065  1.70584
H  -2.30870  2.55135  0.01784
O  1.58530  1.71735  -3.07216
H  1.53430  0.98835  2.69384
C  0.00730  -3.02265  2.61784
H  3.19830  -2.59065  4.93384
N  -0.90970  -2.07565  2.65684
H  -2.29570  1.78435  2.99284
O  -2.92170  -1.78865  0.70984
O  1.35730  -1.14065  0.25684
H  -2.54070  -3.92665  -1.76716
H  -5.15770  0.72135  -2.71316
H  2.57030  1.89635  -5.68516
O  0.92830  3.48635  1.21084
H  0.05630  3.72035  1.56784
H  -1.34870  0.29835  -2.90116
H  1.17530  -1.09865  -3.08716
H  0.62930  2.54835  -0.54316
H  -2.72570  -0.47965  -3.77316
O  4.92430  -3.24065  3.63984
C  3.01830  1.29735  -4.88116
H  -0.87570  2.84935  4.44084
C  -0.41470  0.93935  3.79184
H  2.35530  -1.95665  -1.96616
H  0.11930  -0.66365  3.12584
H  3.73430  -0.50665  2.24984
H  0.69130  -2.51065  -2.10716
H  1.86130  -2.33065  3.95784
C  2.77430  1.73235  -3.41216
H  0.54430  2.15635  5.33384
H  4.26730  -2.21265  1.37784
H  -4.01770  2.10535  0.51084
C  3.53730  3.01235  -3.02916
H  -3.67370  -4.92665  0.38584
C  -3.31670  -4.04765  0.94384
N  0.59530  -3.24365  3.72284
H  1.53330  4.02235  -0.65816
C  2.96630  0.96535  1.38284
H  -0.18370  0.70135  0.04684
N  2.43030  1.54535  2.41084
H  -3.90770  -3.82265  1.75184
H  -1.45370  -2.09665  1.73284
H  0.90730  -1.97665  0.41384
H  -1.43370  -1.97765  3.54984
H  -3.74370  -1.35465  1.00484
C  1.35030  -1.55665  -2.05716
C  -0.34170  0.01735  -0.77816
C  0.72730  3.52935  -0.15216

Atoms 1-3, force components in eV/Å:
C 0.37 -7.29 3.56
H 0.78 -0.07 -1.63
H 0.22 -0.76 -0.86

---

2.
Entry from the Open Molecules 2025 dataset: 10 unconnected molecules or ions with the total composition C20H60O10 at a distorted geometry (ωB97M-V/def2-TZVPD).

Calculated values
SMILES   CCO.CCO.CCO.CCO.CCO.CCO.CCO.CCO.CCO.CCO
ΔE to the lowest compared entry with this formula, charge and spin   35.5 kcal per mole
Gap between HOMO and LUMO   10.10 eV
Total charge   0
Calculated total energy   -1550.27975 hartree

Atoms and positions in Å:
C  -4.33025  -1.81607  -4.54817
C  4.20358  4.81964  -0.83044
C  -1.06026  2.14843  3.30586
H  2.33454  -1.34016  5.06604
H  -2.24632  -0.41625  -2.76635
H  -2.64150  1.91938  -2.80444
H  -0.11974  -1.20566  -1.53512
O  1.32917  2.29482  -2.25874
H  -4.99348  -2.11564  -5.38348
H  4.08107  4.16200  1.14281
O  0.77419  1.92190  1.78715
H  -3.50285  -3.57827  -3.71661
C  1.10719  -2.40840  1.24387
H  2.99616  -0.91425  -3.98158
H  -2.11299  1.45372  0.23726
H  5.27061  5.08661  -0.82307
O  0.65785  -1.33499  -0.94441
H  4.31124  -1.93314  -3.63355
H  1.33146  0.42253  3.18914
C  -3.02747  -2.10383  5.17485
H  1.49046  2.38535  1.26742
H  -0.36123  1.94299  -3.49511
H  -0.52167  1.66816  4.14778
H  -1.77458  2.81021  3.76117
C  -2.03982  2.07943  -0.68351
C  -3.18268  -2.73796  -4.30641
O  2.94565  0.39327  -1.53526
H  -5.02758  -1.56722  -3.71083
C  0.51657  3.91412  -3.82537
H  -1.63235  -2.61453  -3.03113
H  1.97710  1.74763  5.40972
C  -1.84135  -4.77504  -0.64020
H  4.08044  2.85500  -0.07170
O  1.26073  -0.34752  3.77471
C  0.17149  -1.78894  0.31057
H  -0.23903  4.39198  -3.17442
H  0.56388  3.53788  3.01552
C  0.67985  2.43307  -3.50167
H  3.88755  4.47776  -1.82228
O  -1.15393  -2.80352  3.72792
H  -1.46027  -0.84845  4.40590
C  3.73182  3.85944  0.18924
H  -3.68296  1.01194  -1.75663
O  -2.13271  -2.00075  -3.61372
H  0.98234  0.53717  6.36728
H  -0.63267  3.43835  1.64302
H  -0.59315  -2.52595  0.12161
H  -1.59727  1.30375  2.80562
H  -1.33844  -5.04800  0.25338
H  4.77075  0.29182  -2.53498
O  -0.98882  -4.21163  -1.63477
C  3.55051  -1.33906  -3.17682
H  1.28206  2.01488  -4.33164
H  -2.60930  3.00775  -0.60962
C  1.94209  0.68035  5.82929
H  3.23814  -0.00050  4.21181
H  4.50551  -0.98065  -1.32322
H  2.90555  -2.09537  -2.75065
H  -3.78160  -4.34139  0.04983
H  1.44514  4.52660  -3.67162
H  -2.56708  -2.87304  0.23115
C  -2.93190  -3.75734  -0.34434
H  -0.44268  -4.91646  -2.02195
C  2.27647  -0.26529  4.73800
H  3.59953  5.69988  -0.57787
H  2.00285  3.31674  -0.44471
H  2.70579  0.61863  6.57435
H  1.54327  -1.66410  1.90486
C  -2.64877  1.35771  -1.89046
H  -2.54977  -1.31316  3.18036
H  0.43927  -2.98778  1.85420
H  2.23323  -0.19162  -1.22652
H  -3.77665  -1.32984  5.23045
O  2.29013  3.82707  0.32439
C  4.02007  -0.41487  -2.07445
H  -3.49177  -3.10107  4.91412
H  1.75940  1.43900  -2.20657
H  0.13620  4.15222  -4.80495
H  -0.28020  -2.44231  3.91841
H  -2.20881  -5.74159  -1.07032
H  -2.54578  -2.22518  6.20511
H  -2.72781  -3.03097  -5.27643
H  -1.00573  2.32065  -0.85612
C  -0.05898  2.87162  2.39688
O  -1.83011  0.21870  -2.16880
H  -0.30065  -0.93898  0.82522
H  1.92906  -3.06725  0.81170
H  -3.93224  -0.90440  -4.94614
H  -3.31818  -3.30223  -1.27669
C  -2.01661  -1.69956  4.06589

Atoms 1-3, force components in eV/Å:
C -1.63 0.62 -0.60
C -0.91 1.21 -0.73
C 0.72 -1.35 0.20

---

3.
Entry from the Open Molecules 2025 dataset: 10 unconnected molecules or ions with the total composition C20H60O20 at a distorted geometry (ωB97M-V/def2-TZVPD).

Calculated values
SMILES   OCCO.OCCO.OCCO.OCCO.OCCO.OCCO.OCCO.OCCO.OCCO.OCCO
ΔE to the lowest compared entry with this formula, charge and spin   70.6 kcal per mole
Gap between HOMO and LUMO   9.26 eV
Total charge   0
Calculated total energy   -2302.57605 hartree

Atoms and positions in Å:
H  3.22289  2.75804  0.82829
H  1.71218  0.03089  5.79235
H  -0.73358  -3.59888  -1.11096
O  -1.84080  3.01929  -4.64625
H  -3.93362  2.07882  -3.54291
H  -2.60541  -4.23084  0.82609
C  4.25963  0.06236  -2.90934
O  -3.61212  0.95851  4.16641
H  -1.04764  -1.82124  -4.41079
H  -0.46971  1.52867  5.34463
H  -2.50505  0.38273  5.83393
H  -1.32965  1.09837  -7.27711
C  0.91910  -3.84145  -2.56894
H  -5.49188  -0.13177  5.56303
C  4.47534  0.09343  2.33105
C  0.54864  1.90424  5.24461
H  -4.58942  -0.56940  7.09835
C  3.41923  -1.18960  -2.65520
O  3.55077  1.07929  -3.59568
H  1.78367  5.05171  -1.49584
H  -2.32237  -3.42533  3.10790
H  -4.09912  -1.41904  2.28692
H  4.05221  0.55843  0.29140
C  -3.13074  1.98162  -2.81214
O  5.78462  0.65144  2.62009
O  2.35568  2.46239  0.54170
H  -2.30086  -2.63280  0.57249
H  0.76050  1.98380  1.14050
H  -1.47860  1.90265  0.40068
H  6.29605  -0.10304  2.92142
O  0.06204  -4.62694  -3.38023
H  -3.68510  1.54330  6.15413
H  -3.50892  0.10029  3.74877
H  -3.58002  0.23114  -2.17696
O  0.55172  4.82653  0.18324
H  -3.48771  2.31705  -1.83839
H  0.73272  -2.94779  -0.57106
H  -4.10088  -3.44981  2.82851
H  0.03296  2.29955  3.43508
H  2.68288  5.04325  -0.04737
H  0.74203  4.88534  1.12235
C  -0.39434  0.11313  -0.10665
O  -1.23845  0.93612  -6.33533
H  5.04674  -0.88973  0.53285
H  2.86066  -1.56472  -3.51276
C  1.78916  4.61209  -0.49844
C  -0.52651  -1.03212  -4.95284
H  1.26726  2.59415  -1.16199
O  3.12845  -1.23919  0.86599
H  5.12384  -0.16904  -3.53199
C  -3.15841  -2.95816  2.58742
H  0.89582  2.50723  6.08364
H  -1.57646  0.57031  1.65355
C  4.21979  -0.30480  0.93547
H  4.56867  0.53486  -1.97697
C  2.07999  3.12327  -0.66441
C  -0.95523  1.11481  0.94243
H  -0.26084  -5.30016  -2.77679
H  1.33820  -0.83087  -5.90441
C  -1.60097  -0.34467  -5.93916
O  -4.18803  -1.66418  5.48560
O  -4.20671  -2.91714  0.31709
H  1.94815  -4.18247  -2.45555
H  0.65790  0.35751  3.20135
H  -2.57517  4.04080  -3.13518
O  -2.81247  0.62888  -2.59441
O  0.83157  -0.19755  3.96513
H  3.76827  0.87410  2.61159
O  -0.25457  0.75322  -1.38195
H  -1.59720  2.13255  -4.92185
C  -4.54563  -0.42273  6.01915
H  -1.10068  0.66619  -1.82705
H  -1.07276  -0.73102  -0.23022
H  1.17620  -4.87097  0.32841
H  -0.17730  -0.26611  -4.26046
O  0.68582  -1.47295  -5.61503
O  2.42040  -0.93122  -1.63635
H  4.23863  -0.73480  2.99896
H  0.59442  -0.20043  0.22825
H  2.35031  1.08038  4.54690
H  4.06044  -2.00128  -2.31154
H  -2.60562  -0.21985  -5.53518
C  -2.10360  3.06766  -3.27196
H  -4.09513  -1.56057  4.53574
H  -1.13561  2.80187  -2.84717
H  0.87439  -2.87311  -3.06735
C  0.33320  -3.82135  -1.08621
C  -3.52307  0.65015  5.55071
O  0.09365  1.60897  1.72052
C  -3.04007  -3.26127  1.06918
H  2.82794  2.87843  -1.41854
H  2.84061  -1.20301  -0.04913
C  1.43100  0.64076  4.93381
H  -1.79748  -1.02592  -6.76704
H  4.04575  1.89008  -3.45709
O  0.48974  2.79052  4.12203
H  1.80442  -0.23158  -1.86586
O  -3.31167  -1.60071  2.80510
O  0.66733  -5.05907  -0.46358
H  -4.69643  -3.73049  0.17484

Atoms 1-3, force components in eV/Å:
H 0.07 -0.09 0.41
H -0.41 0.09 0.15
H -0.33 -0.65 -0.14

---

4.
Entry from the Open Molecules 2025 dataset: 10 unconnected molecules or ions with the total composition C20H60O20 at a distorted geometry (ωB97M-V/def2-TZVPD).

Calculated values
SMILES   OCCO.OCCO.OCCO.OCCO.OCCO.OCCO.OCCO.OCCO.OCCO.OCCO
ΔE to the lowest compared entry with this formula, charge and spin   280.0 kcal per mole
Gap between HOMO and LUMO   9.09 eV
Total charge   0
Calculated total energy   -2302.24238 hartree

Atoms and positions in Å:
H  0.41978  -5.04886  2.17573
O  -2.50422  -2.96986  -0.14327
H  -1.82222  -2.02086  -4.01627
H  -3.27822  0.34414  -3.19727
C  2.72078  -4.39886  1.92773
H  2.19178  1.65814  -2.90127
O  -3.44222  1.65214  3.07873
O  2.94678  -5.69086  1.38973
H  -5.59422  -1.35786  2.30173
O  -1.98322  1.42214  -1.97727
O  -1.54622  0.04614  3.98773
O  2.04178  0.81614  4.07073
H  2.54878  5.06614  -0.74627
O  -0.74722  -0.66986  -0.90427
H  6.16278  2.93814  3.41473
O  2.33678  1.30514  -3.74527
H  1.00878  -3.27286  4.10473
H  -1.14822  -3.53986  -4.82227
H  4.57678  1.28314  3.17073
O  4.12078  0.77214  1.08373
H  2.60878  4.07814  0.76073
H  -4.32422  2.76814  -1.35027
H  -3.71322  -1.03486  1.34073
C  -4.13522  -1.91686  1.37373
O  -5.54622  -1.83886  1.57173
C  0.70478  1.09814  3.63173
C  0.18278  1.40514  -4.86427
H  -3.66422  -2.18086  2.45473
H  -2.75422  1.20414  0.77973
O  2.10978  -1.05186  1.35373
H  0.60178  2.54814  -0.07727
H  5.37278  3.43214  0.93473
O  -0.81022  0.51914  -5.14027
C  4.45878  1.76414  2.08973
H  0.11278  -0.76886  4.43873
H  3.73578  -5.72086  0.81073
H  1.53278  -5.38586  3.51673
C  -0.11122  -0.93886  0.35773
H  0.91578  3.37214  -1.56627
H  -1.99522  -0.68586  4.45373
C  1.50478  3.18614  -0.70227
H  6.43878  2.10014  1.23473
O  1.30978  -4.43886  -4.67627
O  -5.63722  1.67414  -2.55927
C  1.37178  -4.47286  2.73973
H  -1.39922  0.67814  -1.59127
O  6.00178  3.52214  2.68273
H  2.36878  1.29014  4.88673
H  0.80878  -4.50786  -5.42627
C  0.82178  -3.21686  -4.18527
H  -1.23822  1.66014  1.66773
H  -3.64322  0.36214  -1.36627
C  -2.25222  2.12914  1.20873
H  -4.12822  -2.36886  -0.81627
H  0.62078  -0.32786  -3.64527
H  0.44478  1.76814  -5.82027
O  1.15078  -3.14386  3.19173
H  -0.25522  0.25514  5.53673
C  1.96678  4.36514  0.06073
H  -2.25022  -3.83886  0.12973
H  3.48478  -4.22386  2.48373
C  1.27278  0.52814  -4.29027
H  2.81878  1.58614  -0.33127
H  -2.02222  2.79114  -0.60727
H  3.54278  2.41614  2.27373
H  -3.84322  2.80914  -3.12427
H  -0.76122  -1.46086  -1.45827
C  -0.24922  0.24514  4.50373
O  -1.96522  3.13914  0.27573
H  -0.43522  -0.12286  -5.86427
H  -0.13022  2.14714  -4.11827
C  -3.84722  -2.80386  0.15573
C  -3.12722  2.79814  2.26573
C  1.33378  -0.73686  0.15373
H  -0.60022  -0.07586  1.01673
H  0.42878  5.62314  -0.29227
H  -3.84822  3.28814  1.91673
H  1.15978  -2.33086  -4.62127
H  -0.98322  -3.93786  -3.37627
H  1.79678  -1.34186  -0.59427
H  -2.66622  1.21514  3.55673
H  3.79378  0.04414  1.56473
H  -6.19522  2.28814  -2.83627
H  -2.65622  3.70214  2.84873
C  5.59478  2.67614  1.63773
H  -0.23222  -1.98286  0.48073
H  0.67278  0.86714  2.58673
O  0.83778  5.17714  0.53173
H  1.76578  -0.17086  -5.15027
O  -1.13822  -2.11586  -3.43327
H  1.83178  -1.90786  1.67873
H  0.41878  2.13714  3.83873
H  1.50378  0.40814  -0.07127
H  2.78678  -3.67486  1.14273
H  1.14778  -3.05386  -3.24927
C  -0.63222  -3.30786  -3.94327
C  -4.32722  2.20114  -2.36227
H  -4.27422  -3.88186  0.32173
O  2.72378  2.37214  -0.97727
C  -3.27922  0.99614  -2.20727

Atoms 1-3, force components in eV/Å:
H 2.41 2.25 0.72
O 2.10 0.12 0.27
H -3.12 1.84 -1.63

---

Number 1: lowest unoccupied orbital energy -0.0329 Ha. Number 2: lowest unoccupied orbital energy 0.0190 Ha. Number 3: lowest unoccupied orbital energy 0.0053 Ha. Number 4: lowest unoccupied orbital energy -0.0028 Ha.